one:
The following is a quantum chemistry calculation of 16 unconnected molecules or ions with the total composition H32O16, from the Open Molecules 2025 dataset.

M   288.24 g/mol
LUMO energy   -0.17 eV
HOMO level   -10.248 eV

Last columns: bonded neighbours and bond lengths (Å).
CARTESIAN COORDINATES (ANGSTROEM)
1 O -4.40 5.59 -5.48  H2 0.973, H3 0.943
2 H -5.07 5.59 -4.78  O1 0.973
3 H -4.06 4.71 -5.46  O1 0.943
4 O -2.39 3.31 -9.65  H5 0.954, H6 0.960
5 H -2.79 3.24 -8.78  O4 0.954
6 H -2.57 4.20 -9.95  O4 0.960
7 O -2.22 8.30 -9.06  H8 0.936, H9 0.971
8 H -1.71 8.80 -9.66  O7 0.936
9 H -1.57 7.70 -8.66  O7 0.971
10 O -2.96 5.69 -10.50  H11 0.980, H12 0.977
11 H -3.43 6.01 -9.70  O10 0.980
12 H -2.24 6.35 -10.59  O10 0.977
13 O 0.34 3.27 -4.94  H14 0.939, H15 0.974
14 H 0.58 3.99 -5.49  O13 0.939
15 H 0.97 2.60 -5.26  O13 0.974
16 O -2.78 3.44 -5.16  H17 0.951, H18 0.969
17 H -3.02 2.87 -5.87  O16 0.951
18 H -1.88 3.77 -5.25  O16 0.969
19 O -0.03 7.22 -7.69  H20 0.944, H21 0.948
20 H -0.58 6.50 -7.41  O19 0.944
21 H -0.18 7.98 -7.13  O19 0.948
22 O -2.72 7.62 -5.90  H23 0.954, H24 0.953
23 H -3.50 7.08 -5.93  O22 0.954
24 H -3.12 8.41 -6.26  O22 0.953
25 O -3.87 2.65 -7.49  H26 0.942, H27 0.988
26 H -4.74 2.79 -7.83  O25 0.942
27 H -3.46 1.81 -7.81  O25 0.988
28 O -0.63 2.56 -7.35  H29 0.983, H30 0.961
29 H 0.28 2.76 -7.66  O28 0.983
30 H -0.64 2.58 -6.39  O28 0.961
31 O -1.36 5.98 -4.14  H32 0.965, H33 0.929
32 H -1.93 6.24 -4.87  O31 0.965
33 H -0.71 6.63 -4.02  O31 0.929
34 O 1.35 4.84 -6.86  H35 0.979, H36 0.990
35 H 2.22 4.57 -7.23  O34 0.979
36 H 0.97 5.38 -7.60  O34 0.990
37 O -0.84 1.01 -9.57  H38 0.929, H39 0.956
38 H -1.62 0.82 -10.04  O37 0.929
39 H -1.13 1.79 -9.10  O37 0.956
40 O -1.77 5.18 -7.40  H41 0.969, H42 0.951
41 H -1.41 4.29 -7.46  O40 0.969
42 H -2.61 5.22 -7.85  O40 0.951
43 O -5.97 4.02 -8.40  H44 0.967, H45 0.984
44 H -5.28 4.69 -8.53  O43 0.967
45 H -6.58 4.45 -7.76  O43 0.984
46 O -4.25 6.23 -7.99  H47 0.973, H48 0.990
47 H -4.67 7.09 -7.84  O46 0.973
48 H -4.27 6.02 -7.02  O46 0.990


two:
The following is a quantum chemistry calculation of 16 unconnected molecules or ions with the total composition H32O16, from the Open Molecules 2025 dataset.

M   288.24 g/mol
LUMO energy   -0.50 eV
HOMO level   -10.647 eV

Last columns: bonded neighbours and bond lengths (Å).
CARTESIAN COORDINATES (ANGSTROEM)
1 O -3.82 0.39 -4.24  H2 0.973, H3 0.964
2 H -3.76 0.45 -3.27  O1 0.973
3 H -2.98 0.03 -4.54  O1 0.964
4 O -1.67 -4.11 1.60  H5 0.964, H6 0.966
5 H -0.95 -4.43 2.15  O4 0.964
6 H -1.47 -3.17 1.52  O4 0.966
7 O 1.66 0.36 -3.07  H8 0.960, H9 0.959
8 H 1.43 1.00 -2.39  O7 0.960
9 H 1.48 -0.56 -2.84  O7 0.959
10 O 4.14 -3.06 3.09  H11 0.965, H12 0.966
11 H 3.78 -2.46 3.76  O10 0.965
12 H 4.35 -2.43 2.38  O10 0.966
13 O -1.41 1.75 0.14  H14 0.967, H15 0.967
14 H -2.11 1.94 0.78  O13 0.967
15 H -1.73 1.13 -0.54  O13 0.967
16 O 0.97 2.78 -0.60  H17 0.967, H18 0.975
17 H 0.64 3.06 -1.46  O16 0.967
18 H 0.14 2.66 -0.12  O16 0.975
19 O -1.40 0.87 4.66  H20 0.962, H21 0.962
20 H -2.17 0.45 5.06  O19 0.962
21 H -1.43 1.79 4.94  O19 0.962
22 O -3.95 -0.09 0.09  H23 0.962, H24 0.963
23 H -4.58 -0.69 0.50  O22 0.962
24 H -3.29 0.08 0.78  O22 0.963
25 O 1.22 0.34 0.96  H26 0.969, H27 0.959
26 H 2.12 0.31 0.60  O25 0.969
27 H 0.62 0.29 0.21  O25 0.959
28 O -1.51 -1.49 -0.36  H29 0.959, H30 0.948
29 H -1.58 -2.30 -0.87  O28 0.959
30 H -1.43 -0.65 -0.79  O28 0.948
31 O -0.33 0.35 -5.10  H32 0.974, H33 0.962
32 H 0.22 0.33 -4.30  O31 0.974
33 H 0.30 0.22 -5.81  O31 0.962
34 O -0.05 4.51 1.36  H35 0.964, H36 0.955
35 H 0.19 3.70 0.90  O34 0.964
36 H -0.95 4.78 1.53  O34 0.955
37 O 3.90 -3.11 -0.32  H38 0.959, H39 0.959
38 H 3.61 -3.49 -1.15  O37 0.959
39 H 4.25 -3.79 0.27  O37 0.959
40 O -2.94 1.39 -1.93  H41 0.964, H42 0.980
41 H -2.97 2.28 -2.28  O40 0.964
42 H -3.57 1.28 -1.19  O40 0.980
43 O 1.59 -0.90 3.31  H44 0.965, H45 0.967
44 H 1.19 -1.37 2.57  O43 0.965
45 H 0.82 -0.87 3.89  O43 0.967
46 O 4.69 -0.17 -0.03  H47 0.962, H48 0.966
47 H 4.01 0.20 -0.62  O46 0.962
48 H 4.71 0.39 0.75  O46 0.966


Relative energies, unit kcal/mol: one 0.0; two 52.6


one:
The following is a quantum chemistry calculation of 16 unconnected molecules or ions with the total composition H32O16, from the Open Molecules 2025 dataset.

M   288.24 g/mol
LUMO energy   -0.27 eV
HOMO level   -9.449 eV

Last columns: bonded neighbours and bond lengths (Å).
CARTESIAN COORDINATES (ANGSTROEM)
1 O 2.28 1.81 -2.43  H2 0.970, H3 0.933
2 H 1.79 1.65 -1.61  O1 0.970
3 H 3.16 1.82 -2.12  O1 0.933
4 O -0.07 -2.01 3.11  H5 0.981, H6 0.986
5 H 0.41 -1.22 2.80  O4 0.981
6 H -0.11 -2.58 2.31  O4 0.986
7 O 2.17 2.05 0.32  H8 0.975, H9 0.942
8 H 1.55 2.78 0.11  O7 0.975
9 H 1.75 1.53 0.98  O7 0.942
10 O -1.10 2.22 -1.56  H11 0.969, H12 0.956
11 H -1.87 1.64 -1.68  O10 0.969
12 H -0.76 2.44 -2.43  O10 0.956
13 O -0.19 -0.28 0.10  H14 0.961, H15 0.989
14 H 0.76 -0.31 0.22  O13 0.961
15 H -0.38 0.69 0.17  O13 0.989
16 O 0.22 3.72 0.27  H17 0.953, H18 0.945
17 H -0.33 3.19 -0.30  O16 0.953
18 H 0.03 4.60 -0.03  O16 0.945
19 O -0.11 -3.32 0.81  H20 0.904, H21 0.930
20 H 0.37 -2.89 0.18  O19 0.904
21 H 0.12 -4.19 0.60  O19 0.930
22 O -2.28 -1.38 1.68  H23 0.925, H24 0.942
23 H -2.32 -2.27 1.93  O22 0.925
24 H -1.39 -1.21 1.43  O22 0.942
25 O -2.50 -2.89 -0.59  H26 0.981, H27 0.918
26 H -1.93 -2.21 -0.18  O25 0.981
27 H -2.03 -3.57 -1.00  O25 0.918
28 O 2.53 -0.84 0.65  H29 0.943, H30 0.970
29 H 2.88 -0.63 -0.20  O28 0.943
30 H 2.89 -0.26 1.35  O28 0.970
31 O 0.97 -2.55 -1.97  H32 0.935, H33 1.000
32 H 0.19 -2.04 -2.07  O31 0.935
33 H 1.27 -2.83 -2.88  O31 1.000
34 O -1.59 1.98 1.62  H35 0.979, H36 0.913
35 H -1.54 2.94 1.43  O34 0.979
36 H -1.64 1.88 2.53  O34 0.913
37 O -1.21 -0.74 -2.33  H38 0.957, H39 0.958
38 H -0.91 -0.06 -2.95  O37 0.957
39 H -1.09 -0.40 -1.45  O37 0.958
40 O -3.23 0.65 -0.22  H41 0.954, H42 0.943
41 H -4.08 0.74 0.22  O40 0.954
42 H -2.71 1.18 0.36  O40 0.943
43 O 0.92 0.74 2.69  H44 0.952, H45 0.967
44 H 0.09 0.96 3.09  O43 0.952
45 H 1.57 1.25 3.19  O43 0.967
46 O 2.83 -0.66 -2.00  H47 0.957, H48 0.944
47 H 2.48 0.21 -2.19  O46 0.957
48 H 2.15 -1.31 -1.97  O46 0.944


two:
The following is a quantum chemistry calculation of 16 unconnected molecules or ions with the total composition H32O16, from the Open Molecules 2025 dataset.

M   288.24 g/mol
LUMO energy   -0.12 eV
HOMO level   -10.315 eV

Last columns: bonded neighbours and bond lengths (Å).
CARTESIAN COORDINATES (ANGSTROEM)
1 O -1.88 2.04 -0.29  H2 0.944, H3 0.966
2 H -1.36 2.81 -0.45  O1 0.944
3 H -1.23 1.33 -0.37  O1 0.966
4 O 1.63 1.60 1.16  H5 0.942, H6 0.958
5 H 2.28 2.01 0.60  O4 0.942
6 H 2.08 1.21 1.90  O4 0.958
7 O 1.67 -1.45 2.04  H8 0.952, H9 0.985
8 H 2.37 -1.54 2.68  O7 0.952
9 H 1.08 -0.84 2.54  O7 0.985
10 O -0.58 -2.81 1.82  H11 0.970, H12 0.952
11 H -1.07 -2.04 1.50  O10 0.970
12 H 0.29 -2.43 1.79  O10 0.952
13 O 0.10 0.08 3.40  H14 0.946, H15 0.984
14 H 0.14 -0.43 4.19  O13 0.946
15 H -0.81 0.35 3.13  O13 0.984
16 O 1.56 1.09 -2.00  H17 0.985, H18 0.972
17 H 0.88 0.74 -2.62  O16 0.985
18 H 2.14 0.34 -1.78  O16 0.972
19 O -0.59 -2.52 -1.23  H20 0.938, H21 0.949
20 H -0.38 -1.83 -0.62  O19 0.938
21 H -1.48 -2.78 -1.05  O19 0.949
22 O -0.12 3.47 1.90  H23 0.952, H24 0.919
23 H 0.48 2.75 1.69  O22 0.952
24 H 0.34 4.17 2.28  O22 0.919
25 O 1.84 -2.71 -2.86  H26 0.932, H27 0.942
26 H 2.09 -3.48 -2.39  O25 0.932
27 H 1.06 -2.44 -2.42  O25 0.942
28 O 2.66 -0.90 -0.45  H29 0.985, H30 0.951
29 H 3.11 -1.78 -0.45  O28 0.985
30 H 2.22 -0.95 0.39  O28 0.951
31 O -0.14 -0.12 -0.13  H32 0.975, H33 0.935
32 H 0.30 0.39 0.58  O31 0.975
33 H 0.50 -0.14 -0.81  O31 0.935
34 O 0.33 3.54 -1.39  H35 0.955, H36 0.970
35 H 0.68 2.65 -1.46  O34 0.955
36 H 0.92 4.01 -0.79  O34 0.970
37 O -2.12 1.09 2.43  H38 0.977, H39 0.993
38 H -1.92 1.32 1.51  O37 0.977
39 H -2.35 1.91 2.94  O37 0.993
40 O -2.71 -1.39 0.46  H41 0.973, H42 0.960
41 H -3.28 -2.12 0.76  O40 0.973
42 H -3.31 -0.64 0.41  O40 0.960
43 O -2.71 -0.04 -2.14  H44 0.960, H45 0.972
44 H -2.47 -0.80 -1.59  O43 0.960
45 H -2.93 -0.39 -3.01  O43 0.972
46 O 0.14 -0.43 -3.74  H47 0.986, H48 0.975
47 H -0.36 -1.28 -3.76  O46 0.986
48 H 0.94 -0.62 -4.28  O46 0.975


Relative energies, unit kcal/mol: one 24.2; two 0.0